1.
{
  "formula": "C29H54O15S3",
  "method": "ωB97M-V/def2-TZVPD",
  "homo_energy_ha": -0.348,
  "fmax_ev_per_a": 5.2,
  "lumo_energy_ev": 0.26,
  "mol_weight_g_mol": 738.94,
  "spin_multiplicity": 1,
  "smiles": "C[C@H]1COC(=O)O1.C[C@H]1COC(=O)O1.O=S1(=O)CCCC1.O=S1(=O)CCCC1.O=S1(=O)CCCC1.CC(C)=O.CC(C)=O.CC(C)=O",
  "species": ["C", "C", "C", "O", "C", "O", "O", "H", "H", "H", "H", "H", "H", "C", "C", "C", "O", "C", "O", "O", "H", "H", "H", "H", "H", "H", "O", "S", "O", "C", "C", "C", "C", "H", "H", "H", "H", "H", "H", "H", "H", "O", "S", "O", "C", "C", "C", "C", "H", "H", "H", "H", "H", "H", "H", "H", "O", "S", "O", "C", "C", "C", "C", "H", "H", "H", "H", "H", "H", "H", "H", "C", "C", "C", "O", "H", "H", "H", "H", "H", "H", "C", "C", "C", "O", "H", "H", "H", "H", "H", "H", "C", "C", "C", "O", "H", "H", "H", "H", "H", "H"],
  "coordinates": [[-14.4118, -5.0330, -8.1288], [-13.3727, -4.4294, -9.0330], [-11.9694, -4.8873, -8.7670], [-11.6492, -5.8092, -9.7410], [-12.5011, -5.7639, -10.7100], [-12.3830, -6.3405, -11.8271], [-13.5162, -4.9497, -10.3295], [-14.5504, -4.4621, -7.2106], [-14.1731, -6.0716, -7.8998], [-15.3337, -4.8004, -8.6619], [-13.4702, -3.3438, -9.0438], [-11.7686, -5.2111, -7.7457], [-11.3434, -3.9950, -8.7755], [-17.8987, -2.1185, -17.2151], [-18.5424, -2.6636, -18.5015], [-17.5896, -3.2318, -19.4916], [-17.9192, -4.5664, -19.5425], [-18.9519, -4.8414, -18.7295], [-19.4182, -5.9309, -18.5957], [-19.3788, -3.7528, -18.1301], [-16.8955, -2.4962, -17.0174], [-18.5646, -2.2483, -16.3620], [-17.8264, -1.0309, -17.2181], [-19.1767, -1.8741, -18.9045], [-16.5336, -3.1713, -19.2284], [-17.5026, -2.6800, -20.4276], [-21.7975, -16.6565, -4.3823], [-21.8697, -15.3011, -4.9376], [-21.8660, -14.1209, -4.0729], [-20.5328, -15.1398, -6.3022], [-21.2983, -14.7734, -7.5915], [-22.6917, -15.3824, -7.5827], [-23.3349, -15.2751, -6.1772], [-20.2450, -16.1584, -6.5625], [-19.6881, -14.5061, -6.0319], [-21.5039, -13.7038, -7.6324], [-20.6972, -14.9098, -8.4905], [-22.6118, -16.4618, -7.7116], [-23.4479, -15.0063, -8.2718], [-24.1225, -15.9424, -5.8272], [-23.6551, -14.2336, -6.1494], [-21.6149, 1.1539, -10.4297], [-22.1561, 0.0889, -9.5769], [-22.3201, -1.2453, -10.1626], [-21.1666, 0.0737, -7.9585], [-22.1578, 0.2063, -6.8417], [-23.3183, 1.1107, -7.3050], [-23.6931, 0.6276, -8.6962], [-20.4690, 0.9089, -8.0216], [-20.6052, -0.8471, -8.1171], [-22.5474, -0.7682, -6.5475], [-21.7029, 0.6910, -5.9779], [-22.8743, 2.1011, -7.4050], [-24.1790, 1.1416, -6.6369], [-24.2427, 1.2849, -9.3700], [-24.2892, -0.2849, -8.6970], [-15.2077, -17.0802, -13.4643], [-13.9746, -17.7863, -13.7787], [-13.9766, -19.2105, -14.0225], [-13.0652, -16.9341, -15.1731], [-12.1596, -15.8104, -14.5435], [-11.5741, -16.4865, -13.2312], [-12.6158, -17.3692, -12.5272], [-13.6415, -16.5945, -16.0338], [-12.4275, -17.7356, -15.5459], [-11.4141, -15.5476, -15.2941], [-12.7928, -14.9674, -14.2673], [-11.0980, -15.8036, -12.5276], [-10.7824, -17.2140, -13.4100], [-13.1489, -17.0070, -11.6481], [-12.1832, -18.3049, -12.1729], [-21.0017, -14.6478, -18.7700], [-19.5404, -14.8872, -18.5781], [-18.6640, -13.6577, -18.3541], [-19.0660, -16.0233, -18.5103], [-21.4873, -15.5567, -19.1254], [-21.1414, -13.8826, -19.5336], [-21.3849, -14.3563, -17.7921], [-19.2360, -12.9879, -17.7120], [-18.3167, -13.1588, -19.2589], [-17.7922, -13.9400, -17.7639], [-18.7357, -7.3573, -12.6480], [-18.4633, -8.7061, -12.0019], [-17.8289, -9.8316, -12.7985], [-18.8718, -8.9358, -10.8467], [-19.7591, -7.0040, -12.5217], [-18.5689, -7.4342, -13.7224], [-18.0088, -6.6968, -12.1753], [-16.7640, -9.8975, -12.5757], [-18.0732, -9.6672, -13.8480], [-18.2386, -10.7982, -12.5052], [-10.2831, -11.7377, -7.4980], [-11.5749, -11.7435, -6.6469], [-12.7802, -12.5838, -7.1781], [-11.7277, -11.0396, -5.6800], [-9.7538, -12.6394, -7.1897], [-9.5868, -10.9674, -7.1665], [-10.5188, -11.7791, -8.5614], [-12.3355, -13.4767, -7.6176], [-13.3839, -12.0933, -7.9418], [-13.4231, -12.9193, -6.3643]],
  "forces_ev_per_a": [[-0.5, 0.9, -0.1], [0.2, -0.6, 0.8], [1.0, 2.3, 2.5], [2.3, -1.3, 0.8], [-1.0, -1.3, -4.9], [-0.8, 2.3, 4.6], [-1.1, -0.3, -2.4], [0.5, -0.1, 0.2], [-0.5, 0.0, -0.2], [-0.4, -1.0, 0.1], [0.1, 0.0, -0.3], [-0.4, -0.9, -0.2], [0.6, -0.1, -0.8], [-0.2, 0.8, 0.1], [-0.2, 1.9, 2.0], [2.1, 1.2, -0.4], [-0.1, -1.5, -1.1], [-0.4, -1.6, -0.4], [0.1, 0.1, 0.0], [-0.4, 0.6, 0.2], [-0.2, -0.3, 0.1], [0.1, -0.6, 0.0], [0.3, 0.1, -0.5], [-0.1, -0.2, -0.2], [0.1, 0.0, 0.9], [-1.1, -0.5, -0.6], [0.0, 1.5, -0.4], [0.0, -0.5, -1.2], [0.0, -1.3, -0.9], [-1.6, -0.8, -0.5], [-0.6, 2.3, 0.5], [-0.6, -2.6, 1.1], [1.9, 2.0, 0.7], [0.5, -0.2, 1.0], [-0.3, 0.0, 0.1], [0.3, 0.4, 0.3], [-0.1, -0.7, 0.1], [0.1, -0.2, -0.7], [0.6, 0.2, -0.3], [0.4, -0.2, -0.3], [-0.4, 0.0, 0.6], [-0.7, -1.0, 0.9], [0.5, 0.8, 0.3], [0.1, 1.4, 1.0], [0.1, -0.3, -2.1], [-0.6, -0.2, 0.7], [0.8, 0.0, -1.1], [-0.4, -0.8, -1.2], [-0.2, 0.1, -0.1], [0.0, -0.1, 0.7], [0.1, 0.0, 0.1], [0.1, -0.3, 0.1], [-0.3, 0.3, 0.1], [0.2, -0.1, 0.0], [0.3, 0.4, 0.2], [0.0, -0.2, 0.4], [1.0, -0.5, -0.1], [1.1, 1.2, -0.4], [-0.2, 0.4, 0.1], [0.7, 0.1, 0.6], [-0.9, -2.1, 0.9], [0.0, -0.2, -0.1], [-1.3, -0.4, -0.2], [-0.6, 0.0, 0.5], [0.1, -0.1, 0.1], [0.1, 0.2, 0.4], [0.2, 0.1, -0.1], [-0.4, 0.4, -0.1], [0.2, 0.3, -0.9], [0.0, 0.7, -0.2], [-0.1, -0.1, -0.4], [0.1, -0.4, -0.5], [1.6, -1.7, 0.1], [-0.1, -0.5, 0.8], [-0.8, 1.7, -0.2], [0.0, 0.0, 0.3], [-0.2, 0.3, 0.3], [-0.3, 0.2, -0.2], [0.0, 0.4, -0.3], [-0.3, 0.0, -0.1], [0.1, -0.2, -0.2], [0.6, -0.7, -0.3], [-2.1, -1.1, 2.5], [-0.4, 0.3, 0.0], [1.1, 0.7, -2.3], [0.2, -0.1, 0.5], [0.3, 0.3, 0.0], [-0.2, 0.4, -0.2], [0.1, 0.3, -0.4], [0.6, -0.1, -0.1], [-0.2, 0.2, 0.2], [-0.5, -0.6, 1.4], [-1.2, 0.9, -1.0], [1.4, -0.5, 0.4], [0.5, -0.2, 0.1], [0.0, -0.5, -0.4], [-0.5, 0.4, -0.4], [0.2, 0.1, 0.1], [-0.2, -0.2, -0.3], [0.3, 0.3, 0.1], [0.1, 0.3, 0.1]]
}



2.
{
  "formula": "C2H5NO7",
  "method": "ωB97M-V/def2-TZVPD",
  "total_charge": -2,
  "homo_energy_ha": 0.011,
  "fmax_ev_per_a": 3.8,
  "lumo_energy_ev": 6.65,
  "mol_weight_g_mol": 155.06,
  "de_lowest_kj_mol": 64.8,
  "spin_multiplicity": 1,
  "species": ["C", "C", "N", "O", "O", "O", "O", "O", "O", "O", "H", "H", "H", "H", "H"],
  "coordinates": [[0.6629, -0.3296, -0.1134], [-0.2054, 0.9669, 0.0720], [1.9091, -0.4370, 0.2208], [2.8060, 0.3562, 0.6950], [2.3320, -1.9171, -0.0451], [-3.2665, -0.4741, 0.4390], [0.1260, -1.3617, -0.6162], [-0.9773, 0.9891, 1.0893], [0.7128, 2.1721, 0.0827], [-0.8246, 1.0062, -1.1807], [1.5826, 1.8051, 0.4463], [1.4486, -2.0490, -0.4597], [-2.5766, 0.1602, 0.7792], [-2.5925, -0.9250, -0.2524], [-1.1371, 0.0375, -1.1567]],
  "forces_ev_per_a": [[0.3, 0.8, 0.8], [2.3, 1.6, 0.8], [1.3, -1.8, 0.1], [0.0, 0.1, 0.1], [0.9, 2.3, 0.7], [2.5, -1.4, -2.5], [-2.0, -0.6, -0.7], [-1.0, -0.7, 0.6], [1.0, -1.6, 0.1], [-1.6, -1.5, -0.9], [-1.3, 0.6, -0.6], [-0.4, -1.0, -0.3], [0.1, 0.2, 0.2], [-2.5, 1.2, 2.4], [0.5, 1.9, -0.9]]
}



3.
{
  "formula": "C14H14F3N3O6",
  "method": "ωB97M-V/def2-TZVPD",
  "homo_energy_ha": -0.334,
  "fmax_ev_per_a": 0.9,
  "lumo_energy_ev": -0.88,
  "mol_weight_g_mol": 377.27,
  "spin_multiplicity": 1,
  "smiles": "COC(=O)C1CCN(c2c([N+](=O)[O-])cc(C(F)(F)F)cc2[N+](=O)[O-])CC1",
  "species": ["C", "O", "C", "O", "C", "C", "C", "N", "C", "C", "N", "O", "O", "C", "C", "C", "F", "F", "F", "C", "C", "N", "O", "O", "C", "C", "H", "H", "H", "H", "H", "H", "H", "H", "H", "H", "H", "H", "H", "H"],
  "coordinates": [[3.9517, -1.3820, 2.9448], [3.0263, -1.9930, 2.0515], [1.7460, -1.9665, 2.4218], [1.3497, -1.4764, 3.4441], [0.8540, -2.6625, 1.3994], [-0.5986, -2.2387, 1.5620], [-0.7830, -0.7488, 1.2855], [-0.1334, -0.2522, 0.0849], [-0.6091, 0.8196, -0.5527], [-1.8676, 1.4380, -0.2369], [-2.3043, 1.6454, 1.1163], [-1.4330, 1.7923, 1.9508], [-3.4948, 1.7198, 1.3277], [-2.6348, 2.0462, -1.2137], [-2.1407, 2.2188, -2.4997], [-3.0114, 2.7910, -3.5806], [-3.9175, 3.6565, -3.1078], [-2.3116, 3.4334, -4.5231], [-3.7066, 1.8270, -4.2158], [-0.7965, 1.9633, -2.7237], [-0.0218, 1.3542, -1.7508], [1.3973, 1.4721, -1.9212], [1.8395, 1.5019, -3.0493], [2.0627, 1.5894, -0.9085], [1.1166, -0.8593, -0.3337], [1.2424, -2.3501, -0.0385], [3.9349, -1.8887, 3.9111], [3.6951, -0.3316, 3.0929], [4.9286, -1.4756, 2.4788], [0.9537, -3.7375, 1.5838], [-0.9399, -2.4218, 2.5807], [-1.2160, -2.8263, 0.8801], [-1.8588, -0.5786, 1.1889], [-0.4246, -0.1754, 2.1510], [-3.6043, 2.4339, -0.9343], [-0.3123, 2.2834, -3.6353], [1.2071, -0.7426, -1.4179], [1.9520, -0.3200, 0.1327], [2.2726, -2.6420, -0.2390], [0.5901, -2.9165, -0.7065]],
  "forces_ev_per_a": [[0.1, 0.2, 0.3], [0.1, -0.2, -0.3], [-0.3, -0.3, -0.2], [0.1, 0.1, 0.2], [-0.1, 0.0, 0.0], [0.2, 0.1, 0.0], [-0.3, -0.2, 0.8], [0.0, 0.1, -0.1], [-0.1, 0.1, -0.2], [0.1, 0.1, -0.9], [0.1, 0.0, 0.1], [0.1, 0.2, 0.3], [-0.4, 0.0, 0.2], [0.2, -0.1, 0.0], [0.1, 0.1, 0.0], [0.0, -0.1, 0.0], [-0.1, 0.1, 0.2], [0.3, 0.1, -0.1], [0.0, -0.2, 0.0], [-0.1, -0.1, 0.1], [-0.9, 0.1, -0.1], [0.2, 0.0, 0.1], [0.3, 0.0, -0.3], [0.2, 0.2, 0.1], [0.7, -0.3, -0.1], [-0.1, 0.1, 0.1], [0.0, 0.0, -0.1], [0.0, -0.1, 0.0], [-0.1, 0.0, 0.0], [0.0, 0.1, 0.0], [-0.1, 0.0, -0.1], [0.0, -0.1, 0.0], [0.2, 0.0, 0.0], [-0.2, -0.2, -0.2], [0.0, 0.0, 0.0], [0.0, 0.0, 0.0], [0.0, 0.1, 0.2], [-0.1, -0.2, -0.1], [0.0, 0.0, -0.1], [0.0, 0.0, 0.0]]
}



4.
{
  "formula": "C37H31N8O3S2W",
  "method": "ωB97M-V/def2-TZVPD",
  "total_charge": 1,
  "homo_energy_ha": [-0.334, -0.335],
  "fmax_ev_per_a": 4.5,
  "lumo_energy_ev": [-4.89, -4.84],
  "mol_weight_g_mol": 883.68,
  "spin_multiplicity": 1,
  "species": ["W", "O", "C", "C", "C", "C", "C", "C", "C", "N", "N", "C", "O", "C", "C", "C", "C", "C", "C", "H", "H", "H", "H", "H", "H", "H", "H", "H", "H", "S", "C", "N", "C", "C", "N", "C", "C", "C", "C", "C", "C", "C", "C", "S", "C", "C", "C", "C", "C", "C", "C", "H", "H", "H", "H", "H", "H", "H", "H", "H", "H", "H", "H", "H", "H", "H", "H", "H", "H", "C", "C", "N", "H", "H", "H", "O", "N", "C", "C", "N", "C", "N"],
  "coordinates": [[-0.5908, 1.4377, 1.0595], [-1.6478, 2.1988, -0.2793], [-2.9074, 2.5280, -0.5748], [-3.1864, 3.2851, -1.7124], [-4.4896, 3.5937, -2.0428], [-5.5517, 3.1515, -1.2564], [-5.3015, 2.4159, -0.1225], [-3.9844, 2.1040, 0.2551], [-3.7370, 1.3863, 1.4607], [-2.5185, 1.1868, 1.8752], [-2.3443, 0.4373, 3.0165], [-1.1423, 0.5950, 3.5034], [-0.3383, 1.5078, 2.9969], [-0.6905, -0.2714, 4.5795], [0.5657, -0.0536, 5.1482], [1.0135, -0.9020, 6.1400], [0.2268, -1.9700, 6.5464], [-1.0053, -2.2056, 5.9524], [-1.4772, -1.3562, 4.9747], [-2.3577, 3.6122, -2.3197], [-4.6895, 4.1756, -2.9277], [-6.5683, 3.3786, -1.5372], [-6.1080, 2.0761, 0.5120], [-4.5611, 0.9977, 2.0560], [1.1600, 0.7731, 4.7829], [1.9745, -0.7335, 6.5986], [0.5816, -2.6386, 7.3146], [-1.6010, -3.0524, 6.2515], [-2.4337, -1.5147, 4.5008], [-1.5119, -0.7097, -0.1117], [-0.0030, -1.3954, -0.6529], [0.0748, -1.9655, -1.8684], [1.3968, -2.1822, -2.4104], [2.2932, -2.7526, -1.3151], [2.3003, -1.8684, -0.1721], [3.5490, -1.3666, 0.3716], [3.8563, 0.0111, -0.1737], [3.7889, 1.1249, 0.6533], [4.0634, 2.3855, 0.1489], [4.3958, 2.5435, -1.1856], [4.4610, 1.4374, -2.0159], [4.1930, 0.1775, -1.5123], [1.1257, -1.3038, 0.1846], [0.9704, -0.5428, 1.7422], [-1.0751, -2.3629, -2.6518], [-0.8964, -3.7839, -3.1312], [-0.7212, -4.8138, -2.2134], [-0.4701, -6.1041, -2.6471], [-0.3932, -6.3807, -4.0026], [-0.5874, -5.3636, -4.9214], [-0.8306, -4.0706, -4.4883], [1.8004, -1.2288, -2.7718], [1.3191, -2.8726, -3.2500], [3.3094, -2.8789, -1.6864], [1.8989, -3.7301, -1.0075], [4.3427, -2.0676, 0.1078], [3.4541, -1.3200, 1.4580], [3.5209, 1.0060, 1.6944], [4.0231, 3.2451, 0.8004], [4.6159, 3.5249, -1.5776], [4.7289, 1.5547, -3.0546], [4.2519, -0.6803, -2.1661], [-1.1788, -1.7022, -3.5191], [-1.9622, -2.2637, -2.0208], [-0.7805, -4.5971, -1.1563], [-0.3304, -6.8989, -1.9297], [-0.1941, -7.3864, -4.3419], [-0.5418, -5.5680, -5.9799], [-0.9688, -3.2789, -5.2105], [-0.2824, 6.1495, 1.9037], [-0.6402, 4.7847, 1.8066], [-0.9608, 3.6811, 1.7259], [0.6349, 6.2500, 2.4860], [-1.0840, 6.7152, 2.3811], [-0.1013, 6.5435, 0.9023], [0.9956, 2.3283, 0.7658], [0.8845, 1.4618, -0.3064], [0.7001, 2.1335, -1.4920], [0.4792, 3.5124, -1.4300], [0.2605, 4.6329, -1.2525], [0.7357, 1.3862, -2.6640], [0.8001, 0.7073, -3.5934]],
  "forces_ev_per_a": [[-3.2, 0.7, 1.3], [-0.9, 0.3, -0.7], [-1.0, 0.0, 0.4], [0.4, -0.2, 0.1], [0.0, -0.1, 0.2], [-0.1, -0.1, 0.0], [0.3, 0.0, 0.1], [0.3, 0.3, -0.6], [1.0, -0.1, 0.3], [-1.1, -0.6, 0.2], [0.1, -0.4, 0.9], [-1.8, -0.2, 0.1], [0.8, -0.4, 0.8], [0.3, -0.1, 0.3], [-0.4, 0.0, -0.2], [0.1, -0.1, 0.1], [0.1, 0.0, -0.1], [0.0, 0.0, 0.1], [0.2, 0.2, 0.0], [0.1, 0.1, -0.1], [0.0, 0.1, -0.1], [-0.1, 0.1, 0.0], [-0.1, 0.0, 0.0], [0.1, 0.0, 0.1], [0.1, 0.0, 0.1], [0.1, 0.0, 0.1], [0.1, -0.1, 0.1], [-0.1, -0.1, 0.1], [0.0, 0.0, 0.0], [1.3, 0.0, -0.4], [-3.6, -0.2, -2.8], [0.4, 0.8, 2.3], [1.1, -0.4, -0.1], [-0.3, -0.5, -1.0], [-2.2, 0.9, 0.2], [0.7, 0.2, 0.6], [0.0, 0.0, 0.1], [0.1, -0.1, 0.0], [0.1, 0.0, 0.0], [0.0, 0.1, 0.1], [0.0, -0.1, -0.1], [-0.1, 0.0, 0.1], [3.6, 0.5, 2.5], [0.0, -0.3, -1.5], [-0.7, -0.1, -0.5], [0.1, -0.1, 0.0], [0.0, 0.1, -0.1], [0.0, 0.0, 0.1], [-0.1, 0.0, -0.1], [0.0, 0.0, -0.1], [-0.1, 0.1, 0.1], [-0.2, -0.1, 0.0], [0.1, 0.0, 0.1], [-0.1, 0.0, 0.1], [0.2, 0.0, 0.0], [-0.1, -0.1, 0.1], [0.2, -0.1, -0.1], [0.0, 0.0, 0.0], [0.0, 0.1, 0.1], [0.0, 0.1, 0.0], [0.0, 0.0, -0.1], [0.1, -0.1, -0.1], [0.0, 0.1, 0.2], [0.1, 0.0, -0.2], [0.0, 0.0, 0.2], [0.0, 0.0, 0.1], [0.0, -0.1, 0.0], [0.0, 0.0, -0.1], [0.0, 0.1, -0.1], [0.4, 1.2, 0.0], [-0.8, -2.1, -0.2], [0.5, 0.8, 0.1], [-0.1, 0.0, 0.0], [0.1, 0.0, 0.0], [0.0, -0.1, 0.0], [1.6, 0.5, -0.9], [2.3, -1.6, -1.3], [0.3, 0.8, 0.1], [-0.3, 0.3, -0.4], [0.0, 0.2, 0.0], [0.3, 0.2, 0.3], [-0.1, -0.5, -0.5]]
}



Per-record total energy, eV: -94162.4777; -17973.6065; -39647.7093; -80423.2599